(1)
Entry from the Open Molecules 2025 dataset: a molecular structure, C2AgLiO2 in a non-equilibrium geometry (the ωB97M-V functional and the def2-TZVPD basis).

```
! wB97M-V def2-TZVPD RIJCOSX def2/J DEFGRID3
* xyz 1 2
Ag 1.69 1.75 -0.86
O 0.72 0.29 0.69
O -1.83 -1.17 -1.70
C -1.03 -0.65 -1.00
C -0.28 -0.36 0.26
Li 0.73 0.15 2.62
*
```

Expectation value of S² = 0.76
Kohn-Sham gap (spin up / spin down) = 5.19 / 5.48 eV
Relative energy (zero: lowest compared OMol25 entry of this formula, charge and spin) = 10.0 kcal per mole
E_tot = -380.81939 a.u.
E_HOMO (spin up / spin down) = -11.121 / -11.396 eV



(2)
Entry from the Open Molecules 2025 dataset: a molecular structure, C12Br4F5O2ReSSe3Te (the ωB97M-V functional and the def2-TZVPD basis).

```
! wB97M-V def2-TZVPD RIJCOSX def2/J DEFGRID3
* xyz -1 2
Re 1.33 -0.86 -1.09
Te 3.24 -3.27 -3.62
Br 0.58 6.09 -1.48
Br -2.53 5.01 -1.60
Br -3.12 1.71 -1.47
Br 3.07 3.87 -1.21
Se 4.93 -2.19 -2.16
Se 3.46 -1.63 -0.36
Se 1.50 -1.42 -3.39
S -0.04 -2.73 -0.64
F -0.30 0.04 3.67
F -2.12 -1.67 4.78
F 0.67 -0.42 1.23
F -2.96 -3.84 3.37
F -2.00 -4.31 0.91
O -0.46 0.19 -1.28
O 1.92 1.03 -1.15
C -0.33 1.49 -1.31
C -0.72 -1.03 2.99
C 0.21 4.24 -1.41
C -1.37 2.41 -1.42
C 1.00 1.97 -1.25
C -0.63 -2.39 0.97
C -0.24 -1.29 1.73
C 1.27 3.33 -1.30
C -2.06 -3.00 2.83
C -1.10 3.78 -1.46
C -1.64 -1.89 3.56
C -1.57 -3.23 1.57
*
```

Expectation value of S² = 0.77
Kohn-Sham gap (spin up / spin down) = 5.87 / 6.45 eV
Relative energy (zero: lowest compared OMol25 entry of this formula, charge and spin) = 0.0 kcal per mole
E_tot = -19352.10825 a.u.
E_HOMO (spin up / spin down) = -4.804 / -4.991 eV



(3)
Entry from the Open Molecules 2025 dataset: a molecular structure, C17H15FeNO4 (the ωB97M-V functional and the def2-TZVPD basis).

```
! wB97M-V def2-TZVPD RIJCOSX def2/J DEFGRID3
* xyz -1 2
Fe -0.13 -0.21 0.31
O 1.09 -1.50 1.26
O -0.41 1.62 -0.47
O -0.56 3.78 0.17
O 1.97 -1.87 3.31
N 0.57 0.90 1.73
C 1.10 0.28 2.77
C -3.85 2.90 -0.07
C 0.95 2.32 3.98
C -0.31 2.60 0.36
C 0.41 2.94 2.86
C 1.42 -1.18 2.45
C -3.88 3.18 -1.43
C -1.74 -0.73 0.81
C 1.31 0.98 3.95
C -3.42 0.85 -1.88
C -3.61 1.62 0.37
C -3.66 2.15 -2.33
C -4.19 -1.29 0.96
C 0.23 2.17 1.72
C -3.06 -0.82 0.03
C -3.39 0.56 -0.52
C -2.92 -1.86 -1.08
H 0.13 3.99 2.85
H -3.98 3.70 0.64
H -5.14 -1.37 0.42
H -3.54 1.43 1.44
H -3.83 -1.94 -1.68
H -3.24 0.07 -2.60
H -4.34 -0.59 1.79
H 1.75 0.47 4.80
H 1.09 2.89 4.89
H -2.71 -2.84 -0.64
H -3.66 2.35 -3.40
H -4.04 4.19 -1.79
H -1.92 -0.77 1.90
H -3.94 -2.26 1.39
H -2.08 -1.63 -1.74
*
```

Expectation value of S² = 0.78
Kohn-Sham gap (spin up / spin down) = 6.60 / 7.59 eV
E_tot = -2276.26432 a.u.
E_HOMO (spin up / spin down) = -3.553 / -4.539 eV



(4)
Entry from the Open Molecules 2025 dataset: 9 unconnected molecules or ions with the total composition C47H84FN4O25 in a non-equilibrium geometry (the ωB97M-V functional and the def2-TZVPD basis).

```
! wB97M-V def2-TZVPD RIJCOSX def2/J DEFGRID3
* xyz 1 1
F 0.70 -0.17 0.91
O 3.78 -6.62 7.51
O 0.32 -6.84 5.19
O -11.15 1.57 1.26
O 5.31 4.84 0.23
O -0.04 1.34 -9.28
O -1.91 -6.52 5.11
O 0.78 1.53 -11.27
O -12.07 1.20 3.29
O 4.92 -10.19 1.20
O -13.25 1.97 1.53
O -2.57 2.17 -3.33
O 4.31 -8.38 6.20
O 3.51 -8.95 -0.06
O 4.96 -6.44 -6.04
O 4.59 -5.29 -4.12
O 3.43 -7.14 -4.69
O 5.74 -7.50 7.72
O 7.42 4.44 0.00
O -5.31 2.67 3.52
O -5.74 2.69 1.40
O -1.15 -8.52 4.85
O 1.84 2.57 -9.56
O 6.46 4.04 2.00
O -7.24 1.75 2.81
O 3.78 -8.64 2.16
N 2.12 1.93 -5.43
N -0.24 2.55 -1.92
N 1.25 -0.80 -1.65
N 1.82 2.77 2.43
C 0.36 1.38 -2.26
C -6.60 2.36 0.31
C -12.15 1.55 2.14
C 5.98 -5.51 -6.37
C 1.98 1.84 -4.17
C -1.18 4.12 -0.22
C 1.77 2.04 -12.16
C -1.82 2.99 -3.79
C -0.56 3.47 -3.00
C -0.52 2.15 1.82
C -2.59 10.06 1.85
C 8.67 3.99 0.54
C -6.20 2.31 2.60
C 0.58 3.06 2.41
C 2.53 -0.83 -1.80
C -5.67 2.33 4.86
C -2.38 6.75 -0.03
C 5.28 -10.92 0.02
C -0.23 1.91 0.35
C 3.10 -1.71 -2.88
C 0.02 1.64 -7.89
C 3.54 -0.09 -0.95
C -0.53 2.81 -0.64
C 6.70 -8.48 7.33
C 0.37 0.72 0.01
C -0.80 -7.26 5.06
C 2.49 -6.59 6.88
C -0.04 -9.43 4.78
C -2.68 4.18 -0.56
C 4.58 -7.58 7.06
C -9.89 1.14 1.79
C -1.90 10.45 3.20
C 6.41 4.40 0.86
C 0.67 0.44 -1.33
C -3.34 5.59 -0.38
C 4.02 -9.23 1.00
C 2.82 -7.59 2.10
C -14.41 1.99 2.36
C 0.71 1.09 -3.71
C -2.70 8.52 1.83
C -3.25 7.95 0.50
C 4.35 -6.20 -4.87
C 2.98 2.46 -3.20
C 2.69 -7.02 -3.47
C 4.14 4.85 1.04
C -1.69 -5.13 5.34
C 0.95 1.88 -10.00
H -1.91 7.12 -0.95
H 5.72 -10.25 -0.72
H 3.34 -7.10 -2.61
H 3.32 5.22 0.42
H 2.71 -7.19 3.11
H 1.94 1.86 1.97
H -3.39 8.27 2.65
H -7.56 2.87 0.41
H 1.93 -5.77 7.33
H 1.98 -7.84 -3.45
H 3.20 0.90 -0.64
H 2.76 1.67 -11.89
H -1.10 -4.70 4.54
H -0.49 1.21 2.38
H 0.95 0.03 -3.79
H 0.62 -9.17 3.95
H 5.57 -4.50 -6.47
H 3.80 -0.73 -0.09
H 3.16 -6.79 1.44
H 2.96 2.46 -5.67
H 3.80 1.76 -3.07
H -3.21 3.49 0.10
H 4.41 -11.43 -0.40
H -0.96 4.34 0.82
H 6.02 -11.66 0.32
H -1.96 3.42 -4.80
H -3.37 8.71 -0.28
H -1.48 2.63 2.00
H -6.60 2.83 5.14
H -0.83 1.16 -7.41
H 4.46 0.01 -1.53
H -4.17 5.50 0.32
H 1.76 3.13 -12.16
H 1.85 -7.97 1.77
H 6.96 -8.37 6.28
H 0.27 4.00 2.89
H -0.12 1.30 -4.39
H -1.94 10.44 1.06
H 2.14 -6.08 -3.45
H -0.63 4.90 -0.79
H 2.58 2.67 -2.20
H 2.33 -2.35 -3.32
H 8.97 4.63 1.37
H 6.32 -9.49 7.52
H 3.34 3.41 -3.61
H -1.20 -4.97 6.30
H -6.11 2.72 -0.60
H 0.52 -9.44 5.71
H -5.78 1.25 4.97
H -0.45 -10.42 4.60
H 3.64 -1.13 -3.63
H -1.68 6.52 0.77
H -6.74 1.29 0.23
H 0.94 1.26 -7.45
H -14.27 2.68 3.20
H 0.25 3.57 -3.74
H -2.63 10.47 4.02
H -4.26 7.59 0.71
H -1.17 9.69 3.48
H 9.41 4.07 -0.25
H -9.57 1.78 2.60
H 1.96 -7.52 7.06
H 3.83 -2.40 -2.42
H -4.87 2.68 5.51
H -3.80 5.84 -1.35
H 6.39 -5.81 -7.33
H -14.65 0.99 2.72
H 7.59 -8.32 7.93
H -15.23 2.35 1.75
H -9.16 1.20 0.99
H -0.05 2.72 -7.72
H -1.40 11.42 3.15
H -0.79 4.48 -2.65
H -3.57 10.54 1.86
H -1.71 8.14 2.11
H 2.59 -6.41 5.82
H -2.66 -4.65 5.36
H 6.78 -5.52 -5.62
H 8.60 2.96 0.87
H -9.95 0.10 2.12
H 4.26 5.53 1.88
H -2.84 3.81 -1.57
H 3.89 3.85 1.38
H 1.52 1.69 -13.15
*
```

Kohn-Sham gap = 8.21 eV
E_tot = -4040.91616 a.u.
E_HOMO = -11.789 eV



(5)
Entry from the Open Molecules 2025 dataset: a single C4H6N2O molecule in a non-equilibrium geometry (the ωB97M-V functional and the def2-TZVPD basis).

```
! wB97M-V def2-TZVPD RIJCOSX def2/J DEFGRID3
* xyz 0 1
O 0.55 -2.68 1.23
N 0.06 -0.45 1.65
N 0.02 -0.08 0.38
C 0.21 -1.75 1.94
C 0.96 2.14 -0.33
C -0.91 -0.80 -0.59
C 0.71 0.91 0.00
H 1.97 2.43 -0.56
H 0.21 -1.98 3.09
H 0.02 2.90 -0.25
H -1.13 -0.29 -1.49
H -0.31 -1.61 -0.97
H -1.72 -1.00 -0.04
*
```

Kohn-Sham gap (spin up / spin down) = 8.55 / 8.55 eV
Relative energy (zero: lowest compared OMol25 entry of this formula, charge and spin) = 118.7 kcal per mole
E_tot = -340.60575 a.u.
E_HOMO (spin up / spin down) = -8.687 / -8.687 eV



(6)
Entry from the Open Molecules 2025 dataset: a molecular structure, C8H10KN2O8S2 in a non-equilibrium geometry (the ωB97M-V functional and the def2-TZVPD basis).

```
! wB97M-V def2-TZVPD RIJCOSX def2/J DEFGRID3
* xyz -3 1
K 0.09 2.82 -1.76
S -0.83 -1.27 -5.89
S 5.43 0.71 -0.85
O -0.74 -0.53 -7.15
O -0.14 -2.54 -5.98
O -0.18 -0.57 -4.81
O -2.26 -1.48 -5.70
O 5.77 0.77 0.57
O 5.96 1.74 -1.70
O 4.00 0.46 -1.04
O 5.97 -0.53 -1.39
N -3.82 1.02 -1.68
N 2.57 -1.17 3.87
C 1.32 -1.19 3.34
C 0.48 -1.86 4.19
C -4.16 2.37 -1.67
C -4.20 2.78 -0.42
C -3.49 0.65 -0.37
C -3.89 1.78 0.45
C 1.24 -2.41 5.21
C 2.52 -1.91 5.02
H -3.77 1.86 1.52
H -4.56 2.82 -2.57
H -4.44 3.78 -0.07
H 3.31 -0.71 3.36
H -3.11 -0.34 -0.14
H 1.11 -0.60 2.46
H -0.59 -1.92 4.03
H 0.79 -3.01 5.99
H 3.37 -1.94 5.68
H -3.74 0.42 -2.48
*
```

Kohn-Sham gap = 2.04 eV
Relative energy (zero: lowest compared OMol25 entry of this formula, charge and spin) = 0.0 kcal per mole
E_tot = -2418.38495 a.u.
E_HOMO = 2.080 eV



(7)
Entry from the Open Molecules 2025 dataset: a molecular structure, C32H43BaClN10O4 in a non-equilibrium geometry (the ωB97M-V functional and the def2-TZVPD basis).

```
! wB97M-V def2-TZVPD RIJCOSX def2/J DEFGRID3
* xyz 0 1
Ba 1.08 -3.16 -2.22
Cl -7.01 3.57 0.51
O -0.75 0.73 -2.42
O 1.07 5.36 4.06
O 1.06 -0.63 -2.31
O 3.32 -3.58 -2.90
N 4.87 -4.48 -4.27
N 0.50 2.72 0.35
N -1.13 -4.22 -0.42
N 1.87 -4.87 -0.34
N 3.71 -7.28 -5.82
N 1.41 2.82 1.39
N 0.27 -1.69 -4.66
N 1.48 0.73 0.69
N 0.26 -5.64 -3.92
N 0.98 -2.22 0.59
C -0.23 -2.56 1.37
C -0.27 3.26 4.10
C -2.72 4.83 0.83
C -0.75 5.26 2.50
C -5.02 5.06 1.64
C 2.79 -5.47 -4.29
C -5.43 4.23 0.57
C -3.21 4.11 -0.26
C 3.25 -6.45 -5.16
C -0.48 0.07 -6.64
C -3.67 5.39 1.74
C 0.60 1.46 -0.03
C 0.03 -0.39 -4.40
C 0.94 2.36 4.64
C -1.46 -3.11 0.56
C -0.60 -5.44 0.22
C 0.35 4.43 3.18
C -1.24 5.04 1.04
C -0.41 -1.29 -6.89
C 0.10 0.00 -2.95
C 2.19 -2.85 1.10
C -1.30 2.44 3.30
C 1.44 -5.49 -4.03
C 1.48 4.04 2.21
C 3.64 -4.45 -3.76
C 0.79 -5.89 -0.27
C 2.01 1.61 1.53
C -0.04 -2.14 -5.87
C -4.55 3.89 -0.44
C -0.26 0.59 -5.40
C -1.05 3.80 5.35
C 2.16 -4.35 1.00
H 0.35 5.78 4.60
H -1.98 4.30 5.04
H -0.60 -5.36 1.33
H -0.77 4.13 0.55
H 0.00 -3.25 -6.04
H -0.47 4.49 5.96
H 1.57 3.00 5.23
H -1.32 2.94 5.96
H 0.04 1.06 -0.90
H 3.12 -4.78 1.37
H 1.06 -6.73 0.38
H 5.57 -3.82 -3.95
H 5.20 -5.20 -4.96
H -0.70 -1.66 1.86
H -1.60 5.22 3.19
H -2.22 3.01 3.10
H 1.56 4.96 1.54
H -0.53 -1.67 -7.91
H 2.48 3.97 2.74
H 1.42 -4.74 1.68
H -1.33 -6.26 -0.03
H -1.67 1.58 3.89
H -0.41 1.62 -5.07
H 0.62 -6.32 -1.27
H -1.97 -2.25 0.09
H 2.70 -5.34 -0.73
H 0.00 -3.26 2.22
H -0.37 6.28 2.60
H -3.32 6.15 2.45
H -0.63 0.74 -7.48
H -5.75 5.45 2.34
H 2.82 1.42 2.28
H -0.96 5.91 0.38
H 1.09 -1.20 0.51
H 1.51 1.91 3.85
H -2.50 3.81 -1.03
H -0.93 2.04 2.33
H 0.55 1.54 5.24
H 2.25 -2.70 2.20
H -4.88 3.49 -1.42
H 3.13 -2.43 0.65
H -2.18 -3.54 1.33
H -2.03 -4.42 -0.88
*
```

Kohn-Sham gap (spin up / spin down) = 8.37 / 8.43 eV
Relative energy (zero: lowest compared OMol25 entry of this formula, charge and spin) = 0.0 kcal per mole
E_tot = -2579.45661 a.u.
E_HOMO (spin up / spin down) = -8.253 / -8.253 eV



(8)
Entry from the Open Molecules 2025 dataset: 10 unconnected molecules or ions with the total composition C20H60O10 in a non-equilibrium geometry (the ωB97M-V functional and the def2-TZVPD basis).

```
! wB97M-V def2-TZVPD RIJCOSX def2/J DEFGRID3
* xyz 0 1
O -6.14 -26.39 -29.69
O 5.41 -34.66 -35.86
O 11.75 -31.51 -29.90
O 4.94 -31.73 -22.71
O -2.51 -27.54 -20.25
O 5.06 -38.45 -27.22
O -4.09 -23.61 -25.12
O 1.57 -28.86 -32.98
O 1.74 -31.14 -27.25
O -10.50 -28.44 -26.11
C 10.64 -30.56 -29.72
C 3.97 -38.17 -28.03
C 6.03 -33.87 -34.87
C 6.84 -30.18 -22.40
C -9.15 -30.10 -25.10
C 1.29 -29.14 -34.37
C -1.22 -27.03 -18.36
C 0.35 -31.20 -27.08
C 3.00 -39.37 -27.86
C -3.95 -21.60 -26.42
C -4.82 -26.46 -31.67
C -3.22 -22.75 -25.70
C 9.64 -31.11 -28.73
C -10.32 -29.11 -24.93
C -5.49 -27.33 -30.53
C 0.61 -30.50 -34.45
C -1.20 -27.69 -19.76
C 0.01 -30.23 -25.98
C 7.55 -34.17 -34.98
C 5.33 -30.34 -22.55
H 0.58 -29.31 -26.09
H 12.04 -31.79 -29.03
H -5.07 -25.41 -31.79
H 7.07 -30.47 -21.38
H 3.49 -37.27 -27.66
H 2.72 -39.53 -26.82
H 7.34 -30.86 -23.09
H 3.50 -40.21 -28.33
H -6.12 -28.16 -30.86
H -1.26 -25.95 -18.49
H -9.36 -30.74 -25.95
H -2.82 -23.46 -26.42
H -0.41 -27.25 -20.36
H 0.03 -32.23 -26.98
H -8.19 -29.58 -25.16
H -0.31 -27.07 -17.75
H -11.37 -28.06 -25.99
H -4.70 -23.91 -25.81
H -1.03 -29.88 -25.97
H -4.72 -21.06 -25.87
H -2.54 -26.74 -20.78
H 10.09 -31.12 -27.74
H 5.64 -34.02 -33.87
H 0.36 -30.67 -25.05
H -2.45 -22.45 -25.00
H 5.37 -39.31 -27.51
H 0.68 -28.38 -34.85
H 7.08 -29.12 -22.52
H 4.14 -38.02 -29.10
H 4.96 -29.88 -23.47
H -3.22 -20.89 -26.81
H -4.44 -21.94 -27.33
H -0.13 -30.71 -27.93
H 4.80 -30.06 -21.64
H -3.78 -26.58 -31.39
H -10.05 -28.30 -24.26
H -0.12 -30.37 -35.25
H 9.40 -32.17 -28.83
H -4.90 -26.84 -32.69
H -7.03 -26.72 -29.51
H 7.89 -34.42 -35.98
H 5.80 -32.82 -35.04
H 4.67 -31.76 -23.63
H 0.05 -30.59 -33.51
H 1.33 -31.28 -34.69
H 8.71 -30.55 -28.85
H -2.06 -27.42 -17.79
H 1.56 -27.90 -32.98
H 4.59 -34.35 -36.25
H -9.17 -30.79 -24.26
H 2.17 -39.31 -28.56
H 10.17 -30.40 -30.69
H -0.89 -28.71 -19.52
H -11.16 -29.63 -24.48
H 1.92 -31.10 -28.19
H 8.13 -33.33 -34.60
H 11.01 -29.54 -29.55
H 7.81 -35.01 -34.34
H 2.20 -29.16 -34.97
H -4.64 -27.76 -30.02
*
```

Kohn-Sham gap = 10.22 eV
Relative energy (zero: lowest compared OMol25 entry of this formula, charge and spin) = 122.3 kcal per mole
E_tot = -1550.14128 a.u.
E_HOMO = -9.909 eV